# 1
An isolated ion of composition C9H11N5O and charge +2 at a distorted geometry. Source: OMol25; level of theory: wB97M-V/def2-TZVPD.

Geometry (Å):
H: -4.5940 -3.6565 0.1219
N: -4.0244 -2.8413 -0.0514
N: -4.3761 -1.6988 0.2164
C: -3.4725 -0.6793 0.2042
C: -4.0343 0.6510 0.3594
C: -3.2185 1.7131 0.2084
C: -1.7973 1.4744 0.0648
C: -1.2741 0.2278 -0.0357
C: 0.1409 0.0552 -0.1356
N: 1.0517 1.0601 -0.0317
C: 2.3524 1.2071 0.2461
N: 3.4399 0.4616 0.2989
C: 3.9543 -0.8165 0.3173
N: 3.3339 -1.8985 0.0320
O: 3.8488 -3.0022 0.0106
C: -2.0796 -0.8936 0.0419
H: -5.0444 0.8099 0.3393
H: -3.5476 2.8204 0.2198
H: -1.2248 2.4410 -0.0037
H: 0.4832 -1.0012 -0.3320
H: 0.5397 1.8969 -0.2114
H: 2.6245 2.2497 0.3644
H: 4.2487 1.0461 0.4380
H: 4.9650 -1.0780 0.3436
H: 4.7189 -3.0348 0.3525
H: -1.7799 -2.0171 0.0370

Atoms 1-3, force components in eV/Å:
H -1.7 0.6 0.1
N 3.5 0.7 -0.7
N -3.6 -2.4 1.4

Calculated values
multiplicity = 1
SMILES = [H]/N=N/c1cccc(/C=[NH+]/C=[NH+]\C=N\O)c1
net charge = +2
LUMO energy = -10.107 eV
HOMO-LUMO gap = 0.1656 hartree
highest occupied orbital energy = -14.61 eV


# 2
A 2-piece molecular cluster, C23H18F3N overall at a distorted geometry. Source: OMol25; level of theory: wB97M-V/def2-TZVPD.

Geometry (Å):
F: -2.9681 -5.0737 3.4750
C: -3.4268 -3.8540 3.1365
F: -4.6878 -3.9408 2.6708
F: -3.3782 -3.0257 4.1969
C: -2.5426 -3.2833 2.0456
C: -3.0662 -2.3744 1.1435
C: -2.2781 -1.8367 0.1606
C: -0.9269 -2.2017 0.0454
C: -0.1278 -1.6578 -0.9938
C: 1.1279 -2.0045 -1.2271
N: 2.2546 -2.3411 -1.4246
C: -0.4102 -3.1210 0.9737
C: -1.2096 -3.6449 1.9589
H: -4.1074 -2.1052 1.2226
H: -2.6937 -1.1369 -0.5438
H: -0.5736 -0.9216 -1.6430
H: 0.6231 -3.4167 0.9032
H: -0.8183 -4.3506 2.6739
C: 4.4901 2.3105 -4.0347
C: 3.5770 2.0566 -2.8874
C: 4.0791 1.5331 -1.7015
C: 3.2554 1.3017 -0.6309
C: 1.8745 1.5878 -0.6898
C: 1.1085 1.3241 0.4727
C: -0.2396 1.5994 0.8146
C: -0.7223 1.0654 2.0303
C: -2.0119 1.2834 2.4446
C: -2.8715 2.0446 1.6721
C: -2.4195 2.6046 0.4901
C: -1.1280 2.4004 0.0654
C: 1.3727 2.0770 -1.9138
C: 2.2119 2.3097 -2.9763
H: 3.9846 2.8478 -4.8385
H: 5.3461 2.9102 -3.7207
H: 4.8667 1.3714 -4.4428
H: 5.1294 1.3071 -1.6308
H: 3.6648 0.8960 0.2788
H: 1.6600 0.8205 1.2490
H: -0.0533 0.4845 2.6435
H: -2.3490 0.8717 3.3815
H: -3.8816 2.2218 2.0044
H: -3.0811 3.2243 -0.0928
H: -0.7862 2.9189 -0.8092
H: 0.3200 2.2270 -2.0513
H: 1.8130 2.6908 -3.9009

Atoms 1-3, force components in eV/Å:
F -0.8 0.2 0.6
C 1.6 0.8 -2.1
F -0.1 -0.3 1.0

Calculated values
multiplicity = 1
relative energy (zero: lowest compared OMol25 entry of this formula, charge and spin) = 26.5 kcal per mole
LUMO energy = -2.583 eV
HOMO-LUMO gap = 0.1306 hartree
highest occupied orbital energy = -6.14 eV


# 3
A 2-piece molecular cluster, C3H3FN2S overall at a distorted geometry. Source: OMol25; level of theory: wB97M-V/def2-TZVPD.

Geometry (Å):
C: 0.9832 -1.1364 0.2036
C: 1.5825 0.0345 0.7333
C: -0.6949 0.2531 0.0123
N: -0.2905 -0.9971 -0.1395
N: -1.8064 0.8645 0.0398
F: -2.9219 0.0781 0.1826
S: 0.5826 1.4174 0.6241
H: 1.4995 -1.9937 -0.0965
H: 2.6764 0.2836 0.7428
H: -1.6105 1.1960 -2.3025

Atoms 1-3, force components in eV/Å:
C -0.2 2.8 0.4
C 1.7 0.4 -1.3
C 1.9 -0.1 1.1

Calculated values
multiplicity = 1
relative energy (zero: lowest compared OMol25 entry of this formula, charge and spin) = 153.2 kcal per mole
LUMO energy (spin up / spin down) = -0.005 / -1.984 eV
HOMO-LUMO gap (spin up / spin down) = 0.3177 / 0.2948 hartree
highest occupied orbital energy (spin up / spin down) = -8.65 / -10.01 eV


# 4
C36H98N8O12V2 as an isolated structure at a distorted geometry. Source: OMol25; level of theory: wB97M-V/def2-TZVPD.

Geometry (Å):
O: 11.9168 23.1649 19.5367
V: 12.4105 22.6334 20.9481
O: 11.6313 22.4644 25.8026
V: 11.1903 23.0153 24.3621
C: 14.8418 20.3587 23.1961
C: 13.6338 21.0639 23.9021
O: 12.9004 22.0471 23.1950
H: 15.1190 19.4867 23.7884
H: 15.7809 20.8919 23.0477
H: 14.5010 19.7860 22.3336
H: 13.9932 21.4610 24.8513
H: 13.0248 20.2813 24.3547
C: 8.0559 23.5462 21.6507
C: 9.4568 24.2438 21.7706
O: 10.6388 23.5344 22.0853
H: 7.6790 23.0214 22.5285
H: 8.1015 22.7765 20.8802
H: 7.4126 24.3162 21.2248
H: 9.2076 25.1007 22.3964
H: 9.4665 24.7793 20.8212
C: 18.3589 19.4481 22.7804
C: 19.2936 18.2924 23.1292
C: 20.6178 18.3998 22.4367
O: 20.4649 18.1028 21.0077
C: 21.5798 18.1298 20.1325
N: 19.2826 18.3548 24.5088
H: 18.3400 19.7392 21.7301
H: 18.7669 20.3890 23.1494
H: 17.3635 19.3121 23.2033
H: 18.9462 17.2678 22.9966
H: 21.3432 17.6611 22.7776
H: 21.1675 19.3393 22.4932
H: 21.1390 17.9084 19.1605
H: 22.2421 17.3443 20.4963
H: 22.1486 19.0365 20.3388
H: 20.1146 18.7594 24.9141
H: 18.5795 18.9686 24.8947
C: 13.0927 17.6716 26.6406
C: 14.6216 17.5263 26.3168
C: 14.7785 16.7446 24.9778
O: 16.0958 16.8806 24.4384
C: 16.6042 15.6844 23.9997
N: 15.3235 18.8024 26.4912
H: 12.6714 16.7346 27.0048
H: 12.4871 17.9828 25.7894
H: 12.8135 18.3160 27.4742
H: 14.9194 16.9481 27.1914
H: 14.0618 17.0778 24.2272
H: 14.5573 15.7102 25.2411
H: 16.0134 15.3329 23.1539
H: 16.5848 14.8193 24.6626
H: 17.6147 15.7812 23.6027
H: 14.7010 19.5062 26.1208
H: 16.1872 18.7762 25.9683
C: 11.5355 18.2870 20.8872
C: 11.9345 19.5912 20.2214
C: 11.5158 19.5957 18.6972
O: 11.6557 20.9008 18.1622
C: 11.1334 20.9596 16.8402
N: 11.2804 20.6819 21.0218
H: 10.4519 18.1693 20.8877
H: 11.9517 18.2222 21.8926
H: 11.9019 17.4424 20.3037
H: 13.0244 19.6012 20.2154
H: 10.4984 19.2235 18.5767
H: 12.1251 18.9113 18.1070
H: 11.8141 20.7125 16.0255
H: 10.8129 22.0014 16.8430
H: 10.3385 20.2600 16.5820
H: 10.2831 20.6246 20.8726
H: 11.2787 20.3874 21.9879
C: 17.6758 18.2613 18.6177
C: 16.1224 18.0402 18.7178
C: 15.6750 16.5875 19.0401
O: 14.2056 16.4784 18.9720
C: 13.6270 15.2204 18.7643
N: 15.6995 18.8962 19.8570
H: 18.0875 17.7407 17.7530
H: 18.2181 17.7999 19.4430
H: 17.9727 19.2978 18.4576
H: 15.6191 18.3959 17.8187
H: 15.9574 16.1230 19.9848
H: 16.1251 15.9494 18.2796
H: 12.5614 15.2117 18.5350
H: 13.7988 14.7012 19.7071
H: 14.1922 14.6632 18.0172
H: 16.1064 18.6425 20.7459
H: 14.7303 18.6187 19.9172
C: 12.1511 26.5125 20.6673
C: 13.5703 25.9324 20.6204
C: 14.5791 26.8541 21.2577
O: 15.8965 26.2849 20.9685
C: 16.9304 27.1246 21.5145
N: 13.5834 24.5810 21.3282
H: 12.2046 27.5924 20.5297
H: 11.6316 26.4264 21.6217
H: 11.5111 26.2120 19.8377
H: 13.8872 25.9374 19.5775
H: 14.5113 26.9230 22.3434
H: 14.5396 27.8602 20.8402
H: 16.8950 28.2140 21.5095
H: 17.8550 26.7545 21.0717
H: 17.1177 26.7828 22.5324
H: 14.5153 24.2944 21.5916
H: 13.3196 24.7858 22.2814
C: 16.4599 23.0275 20.4793
C: 15.3178 22.7289 19.4998
C: 15.8604 22.2017 18.1465
O: 14.7786 21.8463 17.2794
C: 15.0497 21.1407 16.0454
N: 14.2066 21.8030 19.9333
H: 16.0545 23.6487 21.2780
H: 17.3056 23.3426 19.8681
H: 16.7339 22.0921 20.9673
H: 14.7532 23.6369 19.2879
H: 16.5027 21.3346 18.3003
H: 16.4575 22.8596 17.5150
H: 15.8415 21.5644 15.4276
H: 14.1402 21.2925 15.4642
H: 15.3944 20.1099 16.1263
H: 13.9667 21.4879 19.0042
H: 14.7854 21.0801 20.3363
C: 17.6116 22.8013 25.1506
C: 18.1325 23.2151 26.4682
C: 16.9787 23.5684 27.4799
O: 17.5913 23.9654 28.6830
C: 16.8263 23.9892 29.8266
N: 19.1418 22.1847 26.8890
H: 17.1436 23.6687 24.6851
H: 16.8840 21.9998 25.2786
H: 18.4092 22.4458 24.4983
H: 18.7341 24.1209 26.3922
H: 16.5453 22.5960 27.7136
H: 16.2948 24.2370 26.9570
H: 17.4766 24.1961 30.6766
H: 16.4307 22.9951 30.0349
H: 16.0920 24.7895 29.7347
H: 19.5611 22.8032 27.5685
H: 18.6467 21.4861 27.4248
C: 9.4263 19.7758 25.6190
C: 9.5365 20.0388 24.1305
C: 8.3471 19.4643 23.3812
O: 8.4370 19.6330 21.9937
C: 7.3220 19.1017 21.1745
N: 9.5115 21.4340 24.0869
H: 8.4599 19.5571 26.0731
H: 9.8854 20.4579 26.3345
H: 9.9462 18.8241 25.7288
H: 10.4909 19.7094 23.7197
H: 7.4200 20.0055 23.5700
H: 8.2604 18.3892 23.5386
H: 7.4576 19.4665 20.1564
H: 6.3778 19.6000 21.3941
H: 7.2018 18.0198 21.2306
H: 8.6726 21.6553 24.6038
H: 9.1572 21.8071 23.2178

Atoms 1-3, force components in eV/Å:
O 0.6 -0.6 2.1
V -1.8 1.5 -1.2
O -0.3 1.0 -0.4

Calculated values
multiplicity = 4
expectation value of S² = 3.81
net charge = +1
LUMO energy (spin up / spin down) = -2.151 / -2.311 eV
HOMO-LUMO gap (spin up / spin down) = 0.2819 / 0.3000 hartree
highest occupied orbital energy (spin up / spin down) = -9.82 / -10.47 eV